[1]
Here is C10H27Al2BeCl2F5MgO13SSi2 as an isolated structure from OMol25. Energies are from ωB97M-V with the def2-TZVPD basis set.

Computed properties:
orbital gap = 1.116 eV
LUMO energy = -7.04 eV
HOMO = -8.154 eV
charge = 0
total energy = -121673.8075 eV

Each line ends with the Löwdin charge.
Element x y z (Å)
C  -0.224  7.951  2.662  -0.09
C  1.103  7.073  2.522  -0.29
C  0.985  6.220  1.206  -0.26
Si  0.694  4.399  1.605  0.48
C  -0.668  3.667  0.599  -0.23
O  1.977  3.371  1.198  -0.42
Si  2.021  2.037  2.146  0.34
H  -0.444  8.241  3.706  0.08
H  -0.087  8.837  2.002  0.09
H  -1.029  7.313  2.241  0.02
H  2.000  7.727  2.504  0.10
H  1.155  6.422  3.419  0.07
H  0.059  6.583  0.700  0.08
H  1.829  6.381  0.504  0.08
H  0.304  4.433  3.034  0.04
H  -1.483  4.431  0.611  0.03
H  -0.323  3.451  -0.441  -0.02
H  -0.976  2.739  1.138  0.06
H  1.197  0.948  1.438  -0.01
H  1.420  2.207  3.478  -0.04
H  3.395  1.549  2.336  -0.13
F  1.646  0.784  -2.826  -0.16
Al  0.004  1.401  -2.670  -0.31
F  -0.660  0.636  -1.309  -0.12
F  -0.912  1.080  -4.117  -0.26
F  0.131  3.064  -2.441  -0.22
Be  3.940  2.706  4.119  0.46
C  4.535  -0.860  0.944  -0.75
O  3.403  -0.734  0.329  -0.17
O  5.520  -1.393  0.136  0.09
O  4.832  -0.575  2.100  0.04
H  4.975  -1.496  -0.663  0.10
Al  -0.194  2.564  -5.720  1.10
O  -3.244  -5.406  -1.239  -0.26
S  -2.791  -4.355  -2.098  0.58
O  -1.431  -3.896  -2.060  -0.28
O  -3.759  -3.093  -1.920  -0.26
C  -3.968  -2.616  -0.577  -0.24
C  -2.782  -1.814  -0.086  -0.07
C  -3.215  -4.738  -3.764  -0.12
H  -4.184  -3.449  0.095  0.12
H  -4.859  -1.989  -0.607  0.12
H  -1.914  -2.457  0.037  0.03
H  -3.001  -1.350  0.877  0.09
H  -2.518  -1.035  -0.804  0.07
H  -4.261  -5.033  -3.800  0.07
H  -2.577  -5.562  -4.081  0.08
H  -3.034  -3.863  -4.383  0.07
O  1.720  -5.603  0.530  0.04
C  0.741  -5.227  1.223  -0.24
C  0.431  -3.491  0.752  -0.25
O  -0.544  -3.065  1.433  -0.03
H  0.850  -5.204  2.327  0.13
H  -0.239  -5.718  1.068  0.13
H  0.315  -3.526  -0.347  0.11
H  1.411  -2.985  0.882  0.11
Cl  -2.509  3.459  -1.647  0.13
Mg  2.000  0.743  -0.545  1.11
O  0.350  -7.572  -0.705  -0.30
Cl  1.195  -7.714  -1.867  0.64
O  1.443  -6.418  -2.445  -0.32
O  0.523  -8.551  -2.830  -0.30
O  2.442  -8.320  -1.489  -0.31
F  -2.715  6.689  1.579  -0.40

=====

[2]
Here is C13H12O5PTi as an isolated structure from OMol25. Energies are from ωB97M-V with the def2-TZVPD basis set.

Computed properties:
orbital gap (spin up / spin down) = 5.193 / 5.231 eV
LUMO energy (spin up / spin down) = -10.74 / -10.57 eV
HOMO (spin up / spin down) = -15.929 / -15.803 eV
charge = +2
total energy = -56296.5531 eV
energy above the lowest of the compared OMol25 structures with the same formula, charge and spin = 0.00 kcal per mole
2S+1 = 2

Each line ends with the Löwdin charge.
Element x y z (Å)
O  2.333  -4.164  2.443  0.25
C  1.982  -3.234  1.855  0.04
Ti  1.366  -1.401  0.781  0.39
O  -0.930  -0.945  3.046  0.24
C  -0.108  -1.086  2.240  0.00
C  2.991  -1.759  -0.720  -0.26
O  3.387  -1.110  -1.650  0.06
C  0.223  -2.576  -0.502  -0.02
O  -0.352  -3.363  -1.133  0.23
C  2.978  -0.462  1.776  -0.04
O  3.835  0.066  2.372  0.21
H  3.447  -2.792  -0.444  0.11
C  0.961  1.643  -1.813  -0.18
P  0.675  0.662  -0.251  0.88
C  1.124  2.011  0.947  -0.22
C  -1.153  0.664  -0.409  -0.39
C  -1.991  1.408  0.434  -0.08
C  -3.368  1.336  0.278  -0.04
C  -3.948  0.492  -0.666  -0.02
C  -3.108  -0.292  -1.464  -0.04
C  -1.726  -0.192  -1.347  -0.12
H  2.010  1.928  -1.977  0.07
H  0.374  2.575  -1.757  0.08
H  0.616  1.111  -2.712  0.07
H  0.603  2.939  0.695  0.07
H  0.895  1.750  1.981  0.05
H  2.197  2.166  0.849  0.06
H  -1.579  2.032  1.219  0.11
H  -4.038  1.952  0.899  0.13
H  -5.051  0.427  -0.793  0.14
H  -3.549  -0.975  -2.198  0.13
H  -1.096  -0.812  -1.980  0.10

=====

[3]
Here is C40H34BrCuN5O2SSi as an isolated structure from OMol25. Energies are from ωB97M-V with the def2-TZVPD basis set.

Computed properties:
orbital gap (spin up / spin down) = 6.152 / 6.426 eV
LUMO energy (spin up / spin down) = -0.57 / -0.86 eV
HOMO (spin up / spin down) = -6.718 / -7.286 eV
charge = 0
total energy = -186970.9969 eV
energy above the lowest of the compared OMol25 structures with the same formula, charge and spin = 46.51 kcal per mole
2S+1 = 2

Each line ends with the Löwdin charge.
Element x y z (Å)
Cu  -0.196  1.122  0.647  0.33
O  2.901  1.051  3.441  0.04
C  3.251  -0.251  3.469  -0.28
C  4.446  -0.638  4.073  -0.01
C  4.845  -1.960  4.036  -0.10
C  4.062  -2.919  3.412  -0.10
C  2.851  -2.551  2.855  -0.03
C  2.432  -1.232  2.892  -0.11
C  1.130  -0.818  2.247  -0.40
O  1.275  0.332  1.535  -0.39
N  0.073  -0.622  3.279  0.04
N  -0.897  0.184  2.887  -0.01
C  -1.743  0.703  3.685  -0.23
C  -2.728  1.653  3.176  -0.62
Br  -1.998  3.447  3.032  0.71
C  -4.012  1.475  2.876  -0.11
C  -4.697  0.188  2.864  -0.22
C  -4.027  -0.979  2.497  -0.03
C  -4.691  -2.190  2.487  -0.07
C  -6.035  -2.248  2.820  -0.09
C  -6.715  -1.090  3.161  -0.09
C  -6.055  0.124  3.176  -0.04
H  2.218  1.131  2.722  0.07
H  5.058  0.115  4.545  0.11
H  5.779  -2.252  4.491  0.10
H  4.395  -3.946  3.353  0.09
H  2.217  -3.280  2.369  0.11
H  0.765  -1.649  1.616  0.12
H  0.367  -0.597  4.255  0.15
H  -1.700  0.567  4.774  0.14
H  -4.622  2.333  2.631  0.10
H  -2.993  -0.924  2.193  0.09
H  -4.155  -3.091  2.219  0.10
H  -6.557  -3.193  2.802  0.10
H  -7.763  -1.134  3.414  0.10
H  -6.587  1.025  3.444  0.11
N  2.198  2.699  -2.628  0.13
C  3.364  1.945  -2.802  -0.25
C  4.072  2.057  -3.989  -0.03
C  5.220  1.305  -4.203  -0.09
C  5.679  0.440  -3.230  -0.09
C  4.987  0.332  -2.033  -0.10
C  3.849  1.080  -1.817  -0.41
S  2.961  0.848  -0.276  1.08
N  1.609  1.719  -0.571  -0.27
C  1.320  2.445  -1.587  -0.34
C  -0.034  2.967  -1.615  -0.16
C  -0.515  3.817  -2.619  0.01
C  -1.838  4.200  -2.620  -0.04
C  -2.679  3.716  -1.615  -0.03
C  -2.141  2.901  -0.644  -0.14
N  -0.859  2.538  -0.615  0.03
H  1.833  3.142  -3.456  0.12
H  3.725  2.741  -4.750  0.11
H  5.747  1.391  -5.139  0.10
H  6.567  -0.151  -3.386  0.10
H  5.324  -0.329  -1.248  0.11
H  0.146  4.205  -3.379  0.11
H  -2.222  4.869  -3.374  0.11
H  -3.717  4.004  -1.574  0.11
H  -2.761  2.519  0.156  0.10
C  0.457  -4.785  -0.281  -0.09
C  -0.882  -4.521  -0.031  -0.09
C  -1.363  -3.230  -0.136  -0.11
C  -0.527  -2.184  -0.513  -0.33
C  0.822  -2.460  -0.736  -0.12
C  1.310  -3.747  -0.626  -0.09
Si  -1.225  -0.457  -0.758  0.76
C  -0.949  0.057  -2.553  -0.31
C  -2.032  0.523  -3.295  -0.13
C  -1.879  0.971  -4.592  -0.09
C  -0.623  0.966  -5.178  -0.09
C  0.464  0.486  -4.466  -0.09
C  0.304  0.046  -3.164  -0.11
H  0.839  -5.793  -0.197  0.10
H  -1.555  -5.325  0.229  0.10
H  -2.406  -3.024  0.058  0.08
H  1.501  -1.658  -0.978  0.07
H  2.357  -3.939  -0.817  0.11
H  -2.701  -0.475  -0.589  -0.01
H  -3.016  0.515  -2.851  0.09
H  -2.741  1.316  -5.145  0.10
H  -0.499  1.312  -6.195  0.10
H  1.443  0.444  -4.923  0.10
H  1.169  -0.322  -2.631  0.09